The following is a DFT calculation (ωB97M-V/def2-TZVPD) of the molecule CH5N3O at a distorted geometry.

## Properties
total energy: -7632.0850 eV
highest occupied orbital energy: -8.34 eV
HOMO-LUMO gap: 9.16 eV
SMILES: N/N=C\NO
ΔE to the lowest compared entry with this formula, charge and spin: 3.552 eV

Structure (ORCA input):
```
! RIJCOSX wB97M-V def2-TZVPD def2/J DEFGRID3
* xyz 0 1
N 1.78 -0.61 -0.14
N 1.34 0.66 0.03
C 0.00 0.79 -0.02
N -0.78 -0.35 0.08
O -2.09 -0.10 -0.09
H 1.07 -1.31 0.44
H 2.74 -0.73 0.41
H -0.52 1.76 0.14
H -0.40 -0.97 -0.53
H -2.52 -0.68 0.56
*
```

The following is a DFT calculation (ωB97M-V/def2-TZVPD) of the molecule CH5N3O at a distorted geometry.

## Properties
total energy: -7632.1465 eV
highest occupied orbital energy: -9.22 eV
HOMO-LUMO gap: 10.12 eV
SMILES: CN(N)N=O
ΔE to the lowest compared entry with this formula, charge and spin: 3.491 eV

Structure (ORCA input):
```
! RIJCOSX wB97M-V def2-TZVPD def2/J DEFGRID3
* xyz 0 1
C -0.43 0.55 -0.59
N -0.11 0.33 0.76
N 0.31 -1.02 0.92
N -0.02 1.14 1.74
O -0.45 2.27 1.48
H -1.04 -0.27 -0.87
H -1.07 1.52 -0.55
H 0.37 0.72 -1.22
H 0.81 -1.25 1.83
H -0.45 -1.60 0.76
*
```

The following is a DFT calculation (ωB97M-V/def2-TZVPD) of a cluster of 2 separate species, CH5N3O in total at a distorted geometry.

## Properties
total energy: -7629.7866 eV
highest occupied orbital energy (spin up / spin down): -6.22 / -6.19 eV
HOMO-LUMO gap (spin up / spin down): 6.74 / 6.71 eV
ΔE to the lowest compared entry with this formula, charge and spin: 5.851 eV

Structure (ORCA input):
```
! RIJCOSX wB97M-V def2-TZVPD def2/J DEFGRID3
* xyz 0 1
C -0.05 1.00 -0.56
N -0.58 0.39 0.56
N 2.08 -0.13 -0.45
N -1.11 -0.86 0.36
O 1.98 -0.91 0.42
H -0.13 0.45 -1.41
H 0.24 2.12 -0.64
H -0.80 0.59 1.58
H -0.44 -1.59 0.70
H -1.19 -1.07 -0.57
*
```

The following is a DFT calculation (ωB97M-V/def2-TZVPD) of the molecule CH5N3O at a distorted geometry.

## Properties
total energy: -7630.9150 eV
highest occupied orbital energy: -9.16 eV
HOMO-LUMO gap: 10.22 eV
SMILES: N/N=C/NO
ΔE to the lowest compared entry with this formula, charge and spin: 4.723 eV

Structure (ORCA input):
```
! RIJCOSX wB97M-V def2-TZVPD def2/J DEFGRID3
* xyz 0 1
N -1.32 -0.25 1.65
N -0.17 0.27 0.78
C -0.33 -0.57 -0.24
N 0.65 -0.42 -1.20
O 1.25 0.88 -1.15
H -1.44 0.87 2.01
H -0.95 -0.89 2.36
H -1.00 -1.50 -0.43
H -0.05 -0.38 -1.99
H 1.33 1.04 -0.06
*
```

The following is a DFT calculation (ωB97M-V/def2-TZVPD) of a cluster of 2 separate species, CH5N3O2 in total at a distorted geometry.

## Properties
total energy: -9678.7672 eV
highest occupied orbital energy: -10.50 eV
HOMO-LUMO gap: 10.77 eV
ΔE to the lowest compared entry with this formula, charge and spin: 3.703 eV

Structure (ORCA input):
```
! RIJCOSX wB97M-V def2-TZVPD def2/J DEFGRID3
* xyz 0 1
C 0.04 0.72 -0.09
H 2.48 -0.27 -0.78
H 2.36 -0.14 0.83
H 0.06 -1.39 -0.01
H -1.75 1.01 1.06
H -2.66 -0.61 -0.70
N 1.98 -0.73 -0.03
N 0.53 -0.53 -0.10
N -1.45 0.73 -0.27
O 0.57 1.86 -0.01
O -2.15 -0.65 0.10
*
```

The following is a DFT calculation (ωB97M-V/def2-TZVPD) of a structure of composition CH5N3O2 at a distorted geometry.

## Properties
total energy: -9676.8687 eV
highest occupied orbital energy: -9.50 eV
HOMO-LUMO gap: 9.79 eV
ΔE to the lowest compared entry with this formula, charge and spin: 5.602 eV

Structure (ORCA input):
```
! RIJCOSX wB97M-V def2-TZVPD def2/J DEFGRID3
* xyz 0 1
N -0.64 0.04 -0.31
C 0.33 0.41 0.51
N 0.29 -1.33 -0.98
O -0.85 1.63 1.01
O -0.86 0.84 -1.41
N 1.19 0.18 1.35
H -1.73 0.57 -1.72
H -1.13 1.37 1.90
H 1.23 -1.07 -1.25
H 0.34 -2.06 -0.27
H 1.84 -0.58 1.19
*
```

The following is a DFT calculation (ωB97M-V/def2-TZVPD) of a cluster of 2 separate species, CH5N3O2 in total at a distorted geometry.

## Properties
total energy: -9676.7971 eV
highest occupied orbital energy (spin up / spin down): -7.28 / -8.13 eV
HOMO-LUMO gap (spin up / spin down): 7.29 / 8.17 eV
ΔE to the lowest compared entry with this formula, charge and spin: 5.673 eV

Structure (ORCA input):
```
! RIJCOSX wB97M-V def2-TZVPD def2/J DEFGRID3
* xyz 0 1
C 0.01 0.16 0.19
N 1.23 0.01 0.74
N -1.07 0.71 0.69
N -0.19 -0.76 -1.01
O 0.85 -1.38 -1.28
O -1.34 -1.00 -1.23
H 0.27 1.01 -1.74
H 1.74 -0.68 0.15
H 1.48 0.01 1.75
H -1.87 0.79 0.17
H -1.10 1.12 1.57
*
```

The following is a DFT calculation (ωB97M-V/def2-TZVPD) of the molecule CH5N3O2S at a distorted geometry.

## Properties
total energy: -20515.9943 eV
highest occupied orbital energy: -9.10 eV
HOMO-LUMO gap: 9.43 eV
ΔE to the lowest compared entry with this formula, charge and spin: 2.411 eV

Structure (ORCA input):
```
! RIJCOSX wB97M-V def2-TZVPD def2/J DEFGRID3
* xyz 0 1
C 0.79 -0.53 -0.14
N -2.85 0.05 -0.95
N 2.07 -0.26 0.23
N -0.01 0.44 -0.13
O 0.40 -1.78 -0.42
O -2.20 -0.29 1.44
S -1.80 -0.52 0.05
H -3.37 0.91 -0.75
H 2.55 0.64 0.12
H 2.72 -0.92 0.47
H 0.24 1.31 0.36
H -0.48 -1.70 -0.42
*
```

The following is a DFT calculation (ωB97M-V/def2-TZVPD) of a cluster of 2 separate species, CH5N3O3 in total at a distorted geometry.

## Properties
total energy: -11722.7055 eV
highest occupied orbital energy: -9.06 eV
HOMO-LUMO gap: 9.55 eV
SMILES: NOC#[N+][O-].NO
ΔE to the lowest compared entry with this formula, charge and spin: 6.028 eV

Structure (ORCA input):
```
! RIJCOSX wB97M-V def2-TZVPD def2/J DEFGRID3
* xyz 0 1
N 1.60 -1.08 0.14
O 2.29 0.22 0.33
C 1.80 1.19 1.07
N 1.48 1.86 2.01
O 0.94 2.74 2.64
H 1.68 -1.58 1.00
H 0.53 -0.70 0.18
N -1.99 -0.35 0.57
O -0.64 0.14 0.80
H -2.23 -0.98 1.38
H -2.04 -0.69 -0.39
H -0.86 1.05 1.14
*
```

The following is a DFT calculation (ωB97M-V/def2-TZVPD) of a cluster of 2 separate species, CH5N3O3 in total at a distorted geometry.

## Properties
total energy: -11722.5365 eV
highest occupied orbital energy (spin up / spin down): -9.68 / -9.68 eV
HOMO-LUMO gap (spin up / spin down): 8.37 / 8.36 eV
ΔE to the lowest compared entry with this formula, charge and spin: 6.197 eV

Structure (ORCA input):
```
! RIJCOSX wB97M-V def2-TZVPD def2/J DEFGRID3
* xyz 0 1
C 1.34 -0.10 0.28
N -2.19 0.51 -0.18
N -0.77 -0.94 -0.64
N -3.39 0.01 0.04
O -3.55 -1.22 -0.11
O -4.29 0.74 0.42
O 0.13 -0.94 0.36
H 1.26 0.81 0.80
H 1.62 0.01 -0.77
H 2.05 -0.64 0.98
H -2.17 1.58 -0.35
H -1.53 -1.61 -0.31
*
```

The following is a DFT calculation (ωB97M-V/def2-TZVPD) of the molecule CH5N3O3S at a distorted geometry.

## Properties
total energy: -22561.9817 eV
highest occupied orbital energy (spin up / spin down): -9.92 / -9.92 eV
HOMO-LUMO gap (spin up / spin down): 8.94 / 8.94 eV
SMILES: N[C@H](N=O)S(N)(=O)=O
ΔE to the lowest compared entry with this formula, charge and spin: 3.176 eV

Structure (ORCA input):
```
! RIJCOSX wB97M-V def2-TZVPD def2/J DEFGRID3
* xyz 0 1
N -1.76 -0.58 0.34
C -0.68 -0.39 -0.50
N -0.33 -1.64 -1.07
O 0.19 -1.50 -2.15
S 0.92 0.01 0.52
N 1.07 1.61 0.27
O 2.05 -0.59 -0.11
O 0.74 -0.28 1.90
H -1.75 0.04 1.18
H -1.43 -1.44 0.60
H -0.74 0.56 -1.25
H 0.58 2.23 0.93
H 1.15 1.96 -0.65
*
```

The following is a DFT calculation (ωB97M-V/def2-TZVPD) of the molecule CH5N3S at a distorted geometry.

## Properties
total energy: -16420.8372 eV
highest occupied orbital energy: -9.13 eV
HOMO-LUMO gap: 9.46 eV
SMILES: N/N=C\NS
ΔE to the lowest compared entry with this formula, charge and spin: 2.483 eV

Structure (ORCA input):
```
! RIJCOSX wB97M-V def2-TZVPD def2/J DEFGRID3
* xyz 0 1
N 1.42 -1.05 -0.35
N 1.63 0.20 0.25
C 0.75 1.06 0.17
N -0.57 1.00 -0.47
S -1.41 -0.52 0.07
H 2.06 -1.70 0.26
H 0.55 -1.42 0.08
H 0.96 2.07 0.73
H -1.02 1.99 -0.50
H -1.85 -0.09 1.28
*
```

The following is a DFT calculation (ωB97M-V/def2-TZVPD) of the molecule CH5N3S at a distorted geometry.

## Properties
total energy: -16421.7819 eV
highest occupied orbital energy: -8.91 eV
HOMO-LUMO gap: 9.63 eV
SMILES: N/N=C\NS
ΔE to the lowest compared entry with this formula, charge and spin: 1.539 eV

Structure (ORCA input):
```
! RIJCOSX wB97M-V def2-TZVPD def2/J DEFGRID3
* xyz 0 1
N 1.63 -0.97 0.13
N 1.62 0.27 -0.45
C 0.65 1.04 -0.13
N -0.46 0.59 0.68
S -1.58 -0.33 -0.26
H 1.11 -0.93 1.00
H 2.63 -1.21 0.28
H 0.49 2.03 -0.51
H -0.97 1.36 1.08
H -1.52 -1.40 0.54
*
```

The following is a DFT calculation (ωB97M-V/def2-TZVPD) of the molecule CH5N3S2 at a distorted geometry.

## Properties
total energy: -27257.8364 eV
highest occupied orbital energy: -9.00 eV
HOMO-LUMO gap: 9.57 eV
SMILES: N=C(NS)NS
ΔE to the lowest compared entry with this formula, charge and spin: 0.279 eV

Structure (ORCA input):
```
! RIJCOSX wB97M-V def2-TZVPD def2/J DEFGRID3
* xyz 0 1
N -0.63 -0.59 1.10
C -0.14 -0.06 0.10
N 1.17 -0.13 -0.34
S 2.38 -0.77 0.62
N -0.85 0.69 -0.89
S -2.51 1.04 -0.64
H -0.06 -1.26 1.56
H 1.37 0.55 -1.03
H 2.79 0.29 1.31
H -0.64 0.34 -1.81
H -2.89 -0.11 0.01
*
```

The following is a DFT calculation (ωB97M-V/def2-TZVPD) of a structure of composition CH5N4 at a distorted geometry.

## Properties
total energy: -7065.9151 eV
highest occupied orbital energy: -15.20 eV
HOMO-LUMO gap: 10.71 eV
ΔE to the lowest compared entry with this formula, charge and spin: 3.922 eV

Structure (ORCA input):
```
! RIJCOSX wB97M-V def2-TZVPD def2/J DEFGRID3
* xyz 1 1
C -0.22 0.22 -0.05
N -1.43 0.51 0.52
N -1.28 -0.52 -0.54
N 0.96 0.86 -0.36
N 1.07 -0.32 0.47
H -1.68 0.11 1.42
H -1.71 -0.22 -1.42
H 1.46 0.70 -1.57
H 1.39 -0.13 1.43
H 1.43 -1.21 0.10
*
```

The following is a DFT calculation (ωB97M-V/def2-TZVPD) of a cluster of 2 separate species, CH5N4O in total at a distorted geometry.

## Properties
total energy: -9114.4922 eV
highest occupied orbital energy: -15.22 eV
HOMO-LUMO gap: 11.10 eV
ΔE to the lowest compared entry with this formula, charge and spin: 2.807 eV

Structure (ORCA input):
```
! RIJCOSX wB97M-V def2-TZVPD def2/J DEFGRID3
* xyz 1 1
C 1.53 0.16 -0.23
N -2.69 -0.17 0.39
N -1.79 0.24 -0.31
N 1.80 1.28 -0.38
N 1.47 -0.98 0.28
O -0.61 -0.10 -0.58
H -2.32 -1.02 0.91
H 1.94 2.30 -0.72
H -2.07 1.26 -0.50
H 2.19 -1.57 0.67
H 0.54 -1.41 0.47
*
```

The following is a DFT calculation (ωB97M-V/def2-TZVPD) of a cluster of 2 separate species, CH5N4O2 in total at a distorted geometry.

## Properties
total energy: -11161.8359 eV
highest occupied orbital energy (spin up / spin down): -14.19 / -12.10 eV
HOMO-LUMO gap (spin up / spin down): 10.37 / 6.16 eV
ΔE to the lowest compared entry with this formula, charge and spin: 2.806 eV

Structure (ORCA input):
```
! RIJCOSX wB97M-V def2-TZVPD def2/J DEFGRID3
* xyz 1 1
C 0.04 -0.13 0.06
N -1.51 -4.50 -1.00
N -0.20 1.19 -0.13
N 0.61 -0.70 1.10
N -0.07 -0.97 -1.01
O -1.00 -3.61 -1.47
O 0.42 -2.19 -0.94
H 0.12 1.96 0.51
H -0.58 1.59 -0.97
H 1.42 -0.23 1.48
H 0.64 -1.73 1.06
H -0.51 -0.80 -1.89
*
```

The following is a DFT calculation (ωB97M-V/def2-TZVPD) of the ion CH5N4OS with charge -1 at a distorted geometry.

## Properties
total energy: -19957.6959 eV
highest occupied orbital energy (spin up / spin down): -2.38 / -3.65 eV
HOMO-LUMO gap (spin up / spin down): 5.73 / 7.58 eV
SMILES: [H]/N=[N+](\[S-])[C@H](N)N[O-]
ΔE to the lowest compared entry with this formula, charge and spin: 0.961 eV

Structure (ORCA input):
```
! RIJCOSX wB97M-V def2-TZVPD def2/J DEFGRID3
* xyz -1 1
H 1.72 1.81 0.95
N 0.84 1.46 0.59
N 0.99 0.29 -0.02
S 2.42 -0.67 0.13
C -0.21 -0.28 -0.50
N -1.19 0.86 -0.68
N -0.73 -1.28 0.53
O -1.22 -2.40 -0.02
H 0.06 -0.66 -1.42
H -2.13 0.64 -0.46
H -0.73 1.63 -0.11
H 0.19 -1.42 1.03
*
```

The following is a DFT calculation (ωB97M-V/def2-TZVPD) of the molecule CH5N5 at a distorted geometry.

## Properties
total energy: -8565.0370 eV
highest occupied orbital energy: -9.05 eV
HOMO-LUMO gap: 10.14 eV
SMILES: [H]/N=N/N/C=N\N
ΔE to the lowest compared entry with this formula, charge and spin: 1.493 eV

Structure (ORCA input):
```
! RIJCOSX wB97M-V def2-TZVPD def2/J DEFGRID3
* xyz 0 1
H -2.80 -0.27 1.07
N -1.87 0.01 0.83
N -1.71 -0.23 -0.38
N -0.46 0.00 -0.76
C 0.36 0.90 -0.04
N 1.50 0.65 0.43
N 1.93 -0.52 -0.06
H -0.30 -0.22 -1.66
H -0.26 1.82 0.32
H 2.46 -0.95 0.58
H 1.14 -1.18 -0.34
*
```

The following is a DFT calculation (ωB97M-V/def2-TZVPD) of the molecule CH5NO2S at a distorted geometry.

## Properties
total energy: -17535.5769 eV
highest occupied orbital energy: -10.09 eV
HOMO-LUMO gap: 10.64 eV
SMILES: CN[SH](=O)=O
ΔE to the lowest compared entry with this formula, charge and spin: 3.366 eV

Structure (ORCA input):
```
! RIJCOSX wB97M-V def2-TZVPD def2/J DEFGRID3
* xyz 0 1
C 1.36 0.14 0.22
N 0.34 -0.93 -0.10
S -1.40 0.04 -0.32
O -2.43 -0.78 0.21
O -1.23 1.34 0.04
H 0.85 0.93 0.92
H 2.25 -0.13 0.72
H 1.59 0.63 -0.80
H 0.17 -1.57 0.72
H -1.51 0.33 -1.62
*
```